1.
# C27H29Cl4N5

7 unconnected molecules or ions with the total composition C27H29Cl4N5 at a distorted geometry (wB97M-V/def2-TZVPD, OMol25).

Calculated values
Net charge: 0
SMILES: c1ccncc1.c1ccncc1.c1ccncc1.c1ccncc1.c1ccncc1.ClCCl.ClCCl
Electronic energy in a.u.: -3160.75094
Relative energy (zero: lowest compared OMol25 entry of this formula, charge and spin) in kcal/mol: 5.7
Kohn-Sham gap in eV: 9.95

XYZ file:
```
65
C27H29Cl4N5 wB97M-V/def2-TZVPD
Cl 6.816 -3.854 2.700
Cl 2.529 -3.772 -2.744
Cl 3.671 -1.954 -0.741
Cl 4.900 -1.606 2.817
N 2.148 -3.853 3.153
N 0.615 -0.632 0.804
N -4.566 -2.323 2.075
N -3.400 3.556 0.279
N 1.004 1.866 -5.154
C 1.056 4.191 -4.580
C -5.776 -0.263 2.028
C -0.151 -0.437 -0.270
C 1.731 0.075 0.907
C -4.644 0.440 1.667
C 2.532 -3.256 -1.029
C -0.209 2.063 -5.662
C 2.132 0.994 -0.059
C 0.566 -4.538 1.500
C 2.717 -5.053 3.067
C 1.232 -5.742 1.335
C 1.076 -3.620 2.403
C 0.115 0.525 -1.233
C -5.685 -1.633 2.230
C -3.461 -1.642 1.765
C -2.136 3.172 0.144
C 5.950 -2.693 3.718
C -3.640 4.847 0.477
C -3.447 -0.271 1.612
C 2.287 -6.031 2.183
C 1.624 2.933 -4.658
C -0.853 3.290 -5.673
C -1.077 4.050 0.176
C -0.191 4.387 -5.146
C -2.649 5.811 0.574
C -1.340 5.399 0.378
C 1.276 1.265 -1.110
H 1.611 4.998 -4.119
H 3.032 1.586 0.037
H -1.849 3.411 -6.075
H -4.614 1.521 1.627
H 2.797 -4.126 -0.443
H 2.387 -0.183 1.732
H 1.569 1.979 -1.870
H -0.694 1.194 -6.098
H 3.596 -5.172 3.691
H -0.276 -4.268 0.875
H 2.816 -6.972 2.104
H -2.543 0.289 1.403
H 1.018 -6.407 0.507
H -4.694 5.087 0.583
H -1.091 -0.980 -0.262
H 2.612 2.727 -4.259
H 1.534 -2.889 -0.827
H -6.740 0.194 2.217
H 6.718 -2.128 4.230
H -0.679 5.353 -5.116
H -2.003 2.119 -0.075
H 0.650 -2.626 2.485
H -6.552 -2.208 2.537
H -0.047 3.732 0.074
H 5.307 -3.231 4.405
H -2.844 6.861 0.744
H -2.623 -2.289 1.525
H -0.535 6.119 0.457
H -0.617 0.617 -2.025
```

2.
# C4H10N2O

A single C4H10N2O molecule at a distorted geometry (wB97M-V/def2-TZVPD, OMol25).

Calculated values
Net charge: 0
Electronic energy in a.u.: -342.87556
Relative energy (zero: lowest compared OMol25 entry of this formula, charge and spin) in kcal/mol: 204.5
Kohn-Sham gap in eV: 5.28

XYZ file:
```
17
C4H10N2O wB97M-V/def2-TZVPD
O -0.981 -1.026 -1.404
N 2.047 0.240 0.296
N -0.267 -1.299 0.928
C -1.784 1.003 0.455
C -0.457 0.833 -0.204
C 1.345 -0.626 -0.672
C -0.204 -0.614 -0.454
H 0.311 1.320 0.374
H 0.617 -0.975 1.436
H 1.565 -1.440 -1.415
H -2.609 0.581 -0.198
H -2.019 2.090 0.539
H -1.774 0.554 1.495
H -0.460 1.306 -1.234
H -0.066 -2.207 0.618
H 1.765 0.348 -1.059
H 2.973 -0.088 0.498
```